145
Properties=species:S:1:pos:R:3:forces:R:3 method="wB97M-V/def2-TZVPD" e_tot_ha=-5098.318870 homo_lumo_gap_ev=8.1 multiplicity=1 charge=0
P -2.8619 -1.6524 -5.8497 2.405 0.888 1.051
F 6.7328 -5.4024 4.4067 0.205 -0.313 0.101
F 5.0664 -3.1622 -4.2958 1.726 1.203 1.199
F -0.8376 8.4231 5.2075 -1.201 1.661 1.486
F -0.1406 -1.9931 7.6900 0.532 1.127 -0.700
F -4.7598 -7.5463 2.1621 -0.372 -1.146 0.394
F -4.8311 0.7731 6.9331 1.706 -0.731 1.969
O -6.9584 4.8243 -0.5694 1.796 -1.866 2.786
O -6.1467 -1.7377 3.5130 1.369 0.192 0.857
O 2.9246 -0.4709 1.3270 -0.084 -1.141 1.311
O -7.7465 6.4932 -4.4365 -0.926 -1.581 1.031
O -1.7856 -4.8601 7.9642 -0.453 -1.387 -0.118
O -2.9240 -7.1269 0.8719 0.747 -0.686 1.701
O -5.9325 1.4201 -0.6878 -0.747 4.362 -0.207
O -6.4872 0.3239 4.0536 -2.088 3.170 0.903
O 3.3789 -4.3480 -3.5468 0.718 -0.057 2.155
O -1.6759 -8.5414 -0.4907 -4.017 2.443 1.621
O 2.7155 -5.1929 -5.4516 -1.676 -0.598 0.053
O -4.9975 -0.7641 5.1932 2.791 0.641 1.984
O -0.5495 5.4717 3.7802 -0.344 -1.066 -0.703
O -3.7586 -7.6983 -1.0713 4.100 -2.395 0.158
O -3.0857 -2.5649 -4.4983 -0.386 1.325 -2.446
O 4.5456 3.0427 -4.7549 0.875 -0.225 0.673
O 4.0960 -4.0321 4.8700 -3.731 0.137 2.102
O 1.3920 -5.3993 -3.6610 0.412 0.441 0.279
O -1.6270 -0.7709 -5.7087 -2.770 -1.897 -0.316
O -10.3231 5.8621 -2.9402 3.293 -0.985 0.245
O 7.9877 4.8991 1.4229 -1.747 1.457 -0.233
O -1.3585 -3.3881 6.3719 0.451 1.515 0.419
O -5.6529 3.8566 1.1399 -2.514 -0.094 -3.663
O -7.0197 5.0542 -2.9013 1.633 -1.410 0.328
O -7.2420 2.8574 -1.8246 1.096 0.224 0.284
O 0.7297 4.3735 5.2949 -1.229 2.672 -1.127
O 0.4532 6.6668 5.3840 0.319 -2.198 -0.292
O 2.7778 -5.0670 3.3525 2.185 0.973 1.056
O -2.3583 -5.3009 5.7569 1.069 2.063 2.816
O 5.0121 -4.8157 3.0875 0.750 -0.288 -1.142
O -2.8197 -2.6784 -7.1084 -0.719 0.053 3.522
O -4.2606 -0.9145 -6.0166 1.634 -0.585 -2.409
O -8.9723 4.4473 -1.7552 -0.645 2.223 -2.216
N -0.2663 -0.7061 0.9654 0.754 -0.188 0.574
N 6.8471 2.0920 2.4747 -0.843 0.770 -0.162
N 0.8687 2.9253 -4.1611 -1.561 -1.833 -0.383
C 2.4321 4.5491 -3.5497 0.734 -0.608 -0.976
C -9.1927 5.3934 -2.7581 -5.660 -0.278 0.844
C -1.3540 -1.7809 0.9936 -0.130 0.257 0.717
C 2.3962 -4.9931 -4.1500 -2.113 -1.726 -0.691
C -2.7854 -2.1451 -8.3841 0.736 0.368 -1.374
C 5.3093 -3.5177 4.8388 4.752 1.302 0.286
C -0.8968 -3.9371 8.5830 -0.790 1.114 -1.647
C 7.2348 3.8154 0.7714 1.814 1.027 -0.796
C -2.7064 -7.9079 -0.1887 3.603 -1.483 -3.166
C -6.3869 2.5921 -0.8619 -0.060 -5.426 0.258
C -6.4515 1.0074 5.3562 2.826 0.440 -2.066
C -0.1206 7.5560 4.5187 -0.665 0.808 -1.053
C 4.4720 -4.3396 -4.3916 -1.341 1.437 -3.859
C -4.6804 0.1282 -5.1513 -0.266 -1.293 1.505
C 7.7091 2.4888 1.3126 -0.223 -1.236 1.305
C -0.8159 0.5438 0.2299 -0.915 -1.522 -0.105
C 0.9165 -1.3205 0.2044 1.216 1.766 0.303
C 3.8516 -4.6650 3.7608 -2.728 -2.044 -2.595
C -1.8971 -4.5562 6.6196 -1.224 -4.129 -1.949
C -4.7986 -7.3270 -0.3240 -3.759 1.816 0.900
C 7.4573 6.2397 1.0435 -0.621 -0.907 0.560
C 0.2415 5.4026 4.8501 1.523 -1.978 1.798
C -4.3083 -6.8944 1.1069 1.183 1.130 -2.550
C 2.0657 3.4608 -4.6318 4.399 1.705 0.642
C 3.3105 2.4412 -4.9591 -1.674 0.673 1.105
C 7.7087 1.3326 0.2812 0.697 0.553 -0.291
C 0.1529 -0.3169 2.4245 -0.373 0.316 -1.532
C -6.3052 3.7976 0.0668 2.254 2.090 2.369
C -4.3783 -3.2159 -4.4035 0.794 -1.461 1.079
C -1.2144 -2.7971 7.6533 0.733 1.019 0.718
C 5.5880 2.3076 -5.4405 0.262 2.912 -1.453
C 2.2089 -0.4419 0.1283 -0.953 0.350 0.048
C 6.0745 -4.3447 3.8742 0.059 -0.586 -0.357
C -1.0946 6.7581 3.6210 1.419 1.445 0.457
C -5.8543 -0.7949 4.2108 -2.166 -2.996 -2.815
C -4.9162 0.6121 5.6299 -4.806 0.318 -0.301
C 3.6886 -4.2539 -5.7510 1.587 -1.161 -0.484
C -7.9388 5.6752 -3.5453 0.610 2.576 -0.897
B -7.5689 4.2810 -1.7428 0.078 0.081 -1.120
H 1.9635 0.6049 -0.0508 0.035 -0.055 -0.883
H -4.9924 1.0638 -5.6155 0.061 -0.440 -0.320
H 0.5600 -1.4426 -0.8184 0.067 -0.424 0.134
H 7.6136 3.8609 -0.2496 -0.383 -0.092 -0.441
H -1.5707 0.9921 0.8759 0.334 0.154 0.094
H -2.1119 -2.2147 7.8621 -0.025 0.019 0.129
H 1.3383 -2.2095 0.6733 -1.041 -0.437 0.113
H -4.0427 -4.1762 -4.0119 -0.602 -0.330 -0.079
H -5.5397 -8.1264 -0.3263 -0.279 0.116 0.440
H 0.6365 8.1610 4.0197 0.231 -0.346 -0.370
H -4.9392 -3.3992 -5.3200 0.354 0.442 -0.149
H 8.6879 2.6652 1.7584 0.471 -0.009 -0.708
H -0.1246 1.2679 -0.2013 0.405 -0.359 0.627
H -0.9907 7.2090 2.6341 -0.201 -0.871 -0.328
H -4.1904 1.2244 5.0947 0.145 -0.373 -0.060
H 6.1543 3.9564 0.7427 -0.074 0.035 0.445
H 5.1447 -5.1967 -4.3573 0.052 0.101 0.633
H -2.1231 6.8356 3.9737 0.116 -0.163 0.090
H -1.3812 0.1066 -0.5931 0.075 0.168 -0.203
H -1.1555 -2.4652 1.8184 0.337 -0.005 -0.159
H -2.3325 -1.3531 1.2119 0.144 0.364 -0.134
H 2.7636 -0.9528 -0.6587 0.177 0.517 -0.362
H -5.4645 -0.4935 -4.7191 -0.784 1.556 0.873
H 6.5126 6.5096 1.5155 -0.562 -0.937 0.349
H 8.4658 1.3769 -0.5018 0.504 0.741 0.176
H 6.7214 2.9426 3.0046 -0.423 0.428 0.010
H -7.2345 0.6556 6.0280 0.519 -0.515 0.141
H -6.5084 2.0944 5.2989 -0.272 -0.141 -0.653
H 6.5758 2.3611 -4.9828 -0.447 -0.511 0.883
H -4.3848 -5.8305 1.3313 -0.244 -0.040 -0.162
H 1.8930 3.9878 -5.5702 0.343 0.146 -0.296
H 3.3941 1.5842 -4.2907 -1.219 -0.580 -0.012
H 7.2385 1.5124 3.2034 0.734 -0.591 -0.557
H 5.6968 3.0796 -6.2023 0.754 -0.622 -1.114
H -2.8950 -1.0615 -8.3405 -0.257 -0.030 -0.468
H 2.8763 4.0897 -2.6667 0.207 -0.163 -0.105
H 5.8394 -3.5251 5.7911 -0.455 0.381 0.143
H 7.9753 0.3894 0.7581 -0.722 -0.087 0.187
H 8.0093 7.1016 1.4182 1.178 -0.684 -0.309
H -3.5217 -2.6580 -9.0029 -0.199 0.368 0.050
H 1.0198 0.3356 2.3199 -0.257 -0.009 0.108
H 3.6002 0.1982 1.4591 -0.026 0.231 -0.602
H -5.0100 -2.7861 -3.6262 0.106 0.509 -0.239
H -1.0809 -3.6444 9.6167 -0.325 -0.737 -0.081
H 0.2452 3.5668 -4.6300 -1.172 -0.243 0.551
H 3.1343 5.2522 -3.9977 0.032 0.188 0.353
H -1.4178 -2.3461 0.0637 0.293 0.341 -0.066
H 7.2207 6.3272 -0.0169 0.633 -0.172 -0.215
H 3.2296 2.1304 -6.0007 -0.305 -0.214 -0.133
H 3.2287 -3.2956 -5.9923 0.294 0.336 0.526
H -5.1542 -6.4710 -0.8974 -0.983 0.253 0.688
H 4.2086 -4.6089 -6.6408 0.317 0.072 0.206
H 0.1530 -4.1433 8.3741 0.021 -0.573 0.364
H -3.9035 0.2853 -4.4031 -0.119 0.410 0.035
H 5.3839 1.3737 -5.9641 -0.472 -0.179 0.740
H 5.4642 -2.6082 4.2583 -1.169 1.170 0.915
H 1.5422 5.0541 -3.1739 -0.118 0.060 -0.446
H 6.7764 -3.6971 3.3488 0.115 -0.661 -0.527
H 6.8165 1.3153 -0.3448 -0.515 -0.339 0.645
H 0.4452 -1.1792 3.0237 -0.289 -0.099 -0.321
H -0.7083 0.2280 2.8111 0.181 -0.217 0.276
H -1.8017 -2.3807 -8.7904 0.046 0.187 -0.218
H 0.7490 2.0617 -4.6708 -0.669 -0.582 0.038